Entry 1:
C22H23NO3 | wB97M-V/def2-TZVPD

Structure (ORCA input):
```
! wB97M-V def2-TZVPD RIJCOSX def2/J DEFGRID3
* xyz 0 1
C 0.11895 4.84008 -0.94243
C 0.08070 4.35594 0.48818
O 0.28030 5.08451 1.42532
C -0.21443 2.87948 0.63116
C 0.00435 2.36862 2.05797
C -0.28281 0.89769 2.13888
C 0.64481 -0.02578 1.67894
C 0.39200 -1.38465 1.70450
C -0.82190 -1.85388 2.19457
O -1.18193 -3.17032 2.30795
C -0.62683 -4.13541 1.43927
C -1.49335 -4.34040 0.18852
C -1.67551 -3.04568 -0.59968
O -0.39733 -2.55835 -0.94873
C -0.28743 -1.31362 -1.45151
C -1.33721 -0.51485 -1.84381
C -1.10863 0.75911 -2.38166
C 0.15670 1.25204 -2.52443
C 1.25972 0.47720 -2.11340
C 2.59331 0.92966 -2.19761
C 3.60785 0.12321 -1.76019
C 3.27950 -1.14159 -1.24169
N 2.06148 -1.59602 -1.15319
C 1.04789 -0.81859 -1.57266
C -1.75515 -0.93249 2.67030
C -1.48779 0.42093 2.63870
H 1.06530 4.53177 -1.38408
H -0.68817 4.40030 -1.52153
H 0.05865 5.92471 -0.97465
H -1.25454 2.71516 0.33530
H 0.40592 2.32016 -0.07260
H -0.64263 2.92410 2.73800
H 1.03922 2.56640 2.34488
H 1.59523 0.31948 1.29604
H 1.14804 -2.05390 1.32641
H -0.59693 -5.06663 2.01302
H 0.38825 -3.87635 1.13385
H -2.47920 -4.70440 0.48015
H -1.00954 -5.08603 -0.44238
H -2.27073 -3.24153 -1.50308
H -2.20581 -2.30704 0.01618
H -2.35508 -0.86028 -1.75693
H -1.95992 1.34861 -2.68972
H 0.33101 2.22973 -2.94959
H 2.79244 1.91140 -2.60642
H 4.63874 0.43924 -1.80565
H 4.05768 -1.80415 -0.88392
H -2.68843 -1.30485 3.06465
H -2.22672 1.11725 3.00880
*
```

Computed properties:
SMILES   CC(=O)CCc1ccc(OCCCOc2cccc3cccnc23)cc1
Energy above the lowest of the compared OMol25 structures with the same formula, charge and spin   20.5 kcal per mole
Highest occupied orbital energy   -8.137 eV
Maximum force   0.7 eV/A
Total energy   -1132.6112 Eh
LUMO energy   0.21 eV

Entry 2:
C25H22GaN7O3S2 | wB97M-V/def2-TZVPD

Structure (ORCA input):
```
! wB97M-V def2-TZVPD RIJCOSX def2/J DEFGRID3
* xyz 2 1
Ga -0.29625 -0.30445 0.48209
S 1.59814 -1.43538 1.30507
C 1.52816 -0.68857 2.84731
N 2.34440 -1.34375 3.82389
N 3.47231 -0.94734 4.10845
C 4.30037 0.13625 3.68646
C 5.41614 0.33160 4.49699
C 6.29787 1.34892 4.18990
C 6.06614 2.13669 3.07006
C 4.96039 1.90970 2.25301
C 4.05833 0.90901 2.55273
N 0.78486 0.25067 3.28452
N -0.11219 0.69491 2.32596
C -0.62069 1.86588 2.56817
C -1.51602 2.41700 1.50056
C -1.76861 3.88768 1.53236
C -1.44434 4.58604 2.61490
C -0.78762 3.94521 3.75441
C -0.37265 2.66691 3.73937
H 3.91579 -1.54070 4.81710
H 5.58691 -0.30035 5.36197
H 7.16479 1.51933 4.81223
H 6.75934 2.92957 2.82280
H 4.81138 2.51129 1.36719
H 3.22532 0.71526 1.89649
H -2.48341 1.90369 1.59884
H -2.26124 4.32921 0.67682
H -1.66601 5.64295 2.66797
H -0.60172 4.54643 4.63539
H 0.16244 2.22488 4.56409
C -2.01744 -2.88348 -7.14091
C -1.51623 -2.58132 -5.75867
C -1.03371 -3.61051 -4.94422
C -0.52885 -3.34937 -3.68658
C -0.52428 -2.02870 -3.23817
C -0.99921 -0.98134 -4.01841
C -1.49203 -1.27278 -5.27908
S 0.10598 -1.73839 -1.65675
O 1.31492 -2.45842 -1.42213
O 0.21870 -0.23351 -1.46677
N -0.95298 -2.10395 -0.48681
C -2.24752 -1.60162 -0.67143
C -3.24627 -2.20306 -1.42532
C -4.46192 -1.55894 -1.52433
C -4.65287 -0.33931 -0.87501
C -3.62004 0.18172 -0.13623
N -2.43469 -0.44333 -0.01990
H -2.56237 -3.82616 -7.16620
H -1.17478 -2.97506 -7.82916
H -2.66619 -2.09305 -7.51317
H -1.04535 -4.62938 -5.31084
H -0.13522 -4.14492 -3.06673
H -0.97288 0.03512 -3.65034
H -1.85804 -0.46943 -5.90586
H -3.05069 -3.14759 -1.91237
H -5.26344 -1.99785 -2.10366
H -5.59253 0.18968 -0.93499
H -3.74701 1.12084 0.38600
O -1.37220 2.41757 -0.78679
N -0.99321 1.87798 0.18772
*
```

Computed properties:
Energy above the lowest of the compared OMol25 structures with the same formula, charge and spin   22.5 kcal per mole
Highest occupied orbital energy   -14.030 eV
Maximum force   0.4 eV/A
Total energy   -4295.3773 Eh
LUMO energy   -7.38 eV

Entry 3:
C44H55N13O2Rb | wB97M-V/def2-TZVPD

Structure (ORCA input):
```
! wB97M-V def2-TZVPD RIJCOSX def2/J DEFGRID3
* xyz -1 1
Rb -0.13472 0.19381 0.53654
C -1.05145 0.89812 -2.83979
C 0.15116 1.82058 -2.66837
C -0.22971 3.16429 -2.04493
N -0.75188 2.94191 -0.71114
C -1.89668 3.41799 -0.36962
C -2.81816 4.15107 -1.22001
C -3.58677 5.23639 -0.89384
C -3.70342 5.90922 0.33372
C -3.26168 5.41844 1.55894
C -2.74510 4.17621 1.88322
C -2.39235 3.08145 1.01542
N -2.39083 1.82276 1.31777
C -2.97549 1.39263 2.56884
C -3.79345 0.10887 2.40005
C -2.97834 -1.17455 2.11698
N -2.83597 -1.48261 0.71617
C -3.83165 -1.89711 -0.00050
C -5.11929 -2.21110 0.54854
C -6.27242 -2.72677 -0.01039
C -6.56046 -3.11835 -1.31190
C -5.67051 -3.05816 -2.38411
C -4.37336 -2.60213 -2.45455
C -3.48710 -2.02247 -1.47676
N -2.31914 -1.55876 -1.78006
C -1.88153 -1.47043 -3.14902
C -0.67064 -0.53832 -3.20280
H -1.72044 1.30504 -3.60686
H -1.61287 0.86981 -1.90131
H 0.64774 1.98429 -3.63162
H 0.87325 1.34251 -2.00113
H -0.91325 3.70077 -2.71218
H 0.67406 3.78089 -1.95712
H -2.86092 3.81568 -2.25020
H -4.15306 5.66464 -1.71776
H -4.22431 6.85983 0.33399
H -3.41534 6.08481 2.40517
H -2.59718 3.98626 2.94077
H -3.63974 2.15420 3.00109
H -2.17758 1.20145 3.30558
H -4.50157 0.25978 1.58299
H -4.37670 -0.03325 3.31640
H -3.41410 -2.00717 2.69664
H -1.96232 -1.03308 2.50630
H -5.20361 -2.00078 1.60748
H -7.09086 -2.85106 0.69528
H -7.55475 -3.50127 -1.50994
H -6.06571 -3.42401 -3.32911
H -3.93553 -2.67526 -3.44225
H -2.66411 -1.06372 -3.80945
H -1.61256 -2.45937 -3.55406
H -0.21038 -0.57565 -4.19758
H 0.06280 -0.91109 -2.47726
N -1.03524 -4.78268 0.06459
C -0.72093 -3.46452 -0.04539
N 0.47521 -3.01831 -0.21885
C 1.53935 -3.90884 -0.27805
N 2.74218 -3.49673 -0.45965
N 2.92484 -2.15361 -0.37602
C 3.31401 -1.53440 -1.40633
C 3.57658 -0.08200 -1.37076
C 4.16194 0.52813 -2.47509
C 4.38680 1.89418 -2.44752
C 4.00925 2.60786 -1.32433
C 3.42229 1.91550 -0.27144
N 3.21511 0.60384 -0.28443
C 1.27637 -5.34778 -0.10775
C 2.28531 -6.30773 -0.07423
C 1.98192 -7.64493 0.09462
C 0.65260 -8.04197 0.23033
C -0.36206 -7.10673 0.20788
C -0.05219 -5.75688 0.04424
H -2.00553 -5.04669 0.12585
H -1.54793 -2.74473 0.00375
H 3.44206 -2.04732 -2.36297
H 4.42661 -0.06561 -3.34140
H 4.84135 2.39392 -3.29379
H 4.14433 3.67934 -1.26657
H 3.07459 2.43072 0.61741
H 3.30882 -5.97623 -0.19038
H 2.77315 -8.38235 0.11929
H 0.40622 -9.08822 0.35901
H -1.39741 -7.40860 0.31512
C 0.75891 -4.42624 3.64211
N 0.50191 -3.06134 4.04694
C 1.02445 -1.95056 3.43132
N 2.08892 -2.17028 2.59479
O 0.60161 -0.82947 3.67104
H 0.31163 -5.09747 4.37245
H 1.83153 -4.62690 3.62926
H 0.34895 -4.66785 2.65698
H -0.37328 -2.86339 4.50313
H 2.19749 -3.06119 2.14238
H 2.35470 -1.38062 2.02372
C 0.18085 3.56223 3.35920
N 1.52097 3.20686 3.79520
C 1.95239 3.75467 5.06520
C 3.05751 2.91099 5.66749
C 4.12690 2.70291 4.61303
N 3.54026 2.07375 3.45068
C 4.35944 1.16677 2.67654
C 2.24886 2.32489 3.04697
O 1.78162 1.78485 2.05136
H -0.56628 3.16877 4.05401
H -0.00587 3.15003 2.37284
H 0.07714 4.64811 3.30845
H 1.08801 3.78388 5.73325
H 2.29597 4.78990 4.93675
H 2.65289 1.93845 5.95736
H 3.47098 3.39776 6.55162
H 4.92066 2.05344 4.98692
H 4.58695 3.66699 4.35338
H 4.75007 0.36897 3.31482
H 5.20547 1.69109 2.21898
H 3.75442 0.73037 1.88621
*
```

Computed properties:
Energy above the lowest of the compared OMol25 structures with the same formula, charge and spin   5.3 kcal per mole
Highest occupied orbital energy   -3.000 eV
Maximum force   0.6 eV/A
Total energy   -2596.0983 Eh
LUMO energy   1.96 eV

Entry 4:
C6H14NO | wB97M-V/def2-TZVPD

Structure (ORCA input):
```
! wB97M-V def2-TZVPD RIJCOSX def2/J DEFGRID3
* xyz 0 2
C -0.02654 1.32395 -1.76456
C -0.39665 2.10681 -0.74979
C -1.26542 1.64725 0.39862
C 0.90756 1.75801 -2.85681
H -0.41261 0.31428 -1.75584
H -0.03254 3.12975 -0.71593
H -0.88511 2.16566 1.28217
H -2.30268 1.95618 0.25533
H -1.20351 0.56825 0.53920
H 1.17205 2.79872 -2.67272
H 0.43890 1.65878 -3.83882
H 1.80240 1.13461 -2.88143
C 0.90158 -1.55289 2.35551
N 0.50645 -2.75166 1.59689
C -0.67350 -2.46501 0.70984
O -0.57682 -1.35277 -0.05697
H 0.96609 -0.67133 1.72018
H 1.88859 -1.70488 2.79492
H 0.21979 -1.43420 3.19752
H 1.25034 -2.96433 0.93836
H -1.49904 -2.30893 1.42021
H -0.77934 -3.35626 0.08412
*
```

Computed properties:
Expectation value of S²   0.754
Energy above the lowest of the compared OMol25 structures with the same formula, charge and spin   29.5 kcal per mole
Highest occupied orbital energy (spin up / spin down)   -8.887 / -8.887 eV
Maximum force   2.3 eV/A
Total energy   -366.8830 Eh
LUMO energy (spin up / spin down)   1.01 / -1.87 eV

> What is the formula in the third record?

C44H55N13O2Rb

> Which of these has the highest total energy?

C6H14NO

> Which of these has the lowest total energy?

C25H22GaN7O3S2